This record from OMol25 describes C15H30F9HfO15P as an isolated structure at a distorted geometry. The level of theory is ωB97M-V with the def2-TZVPD basis set.

Output
E_LUMO (alpha / beta) (hartree): -0.1381 / -0.3699
Kohn-Sham gap (alpha / beta) (eV): 10.03 / 3.67
Total energy (a.u.): -3006.297784
Largest force on an atom (eV/A): 5.80
Multiplicity: 2
E_HOMO (alpha / beta) (eV): -13.784 / -13.735
Total charge: +1

```
71
Properties=species:S:1:pos:R:3:mulliken_spin:R:1
Hf 1.413 -22.491 19.554 -0.0346
P -2.307 -22.359 20.893 0.0001
F -2.214 -23.908 20.562 0.0003
F 3.448 -21.853 20.466 0.1380
F -1.675 -22.690 22.364 0.0000
F 1.388 -20.279 18.789 0.5363
F -3.811 -22.508 21.579 0.0000
F 0.359 -24.556 19.109 0.0238
F -0.865 -22.243 20.157 0.0056
F -2.395 -20.738 21.237 0.0000
F -2.991 -22.113 19.442 0.0003
O 4.350 -22.301 16.243 0.0001
O -1.888 -20.774 16.638 0.0417
O -0.238 -22.099 17.652 0.1144
O 2.858 -23.614 15.311 0.0001
O 1.436 -23.567 21.749 0.0322
O 1.096 -20.867 23.696 0.0048
O 1.024 -21.024 21.497 0.1097
O 0.162 -19.222 22.595 0.0147
O 2.285 -23.748 23.940 0.0048
O -0.883 -22.457 15.521 0.0024
O 3.468 -26.751 19.546 0.0029
O 0.715 -25.169 23.199 0.0033
O 3.214 -24.495 19.572 0.0235
O 5.001 -25.628 20.383 0.0015
O 2.511 -22.824 17.450 -0.0111
C 5.826 -24.447 20.607 -0.0018
C 1.456 -24.141 22.848 -0.0013
C 2.129 -27.035 19.016 -0.0006
C -2.050 -19.839 17.684 0.0050
C 1.867 -24.611 15.419 0.0004
C -0.903 -21.795 16.663 -0.0162
C 3.821 -25.514 19.830 -0.0019
C -1.449 -21.948 14.350 0.0000
C 3.153 -22.898 16.404 0.0031
C 0.956 -20.255 24.935 0.0009
C 4.869 -21.422 17.218 -0.0024
C 3.470 -23.058 23.624 -0.0027
C -0.244 -18.542 21.466 -0.0052
C 0.712 -20.395 22.491 -0.0090
C -0.206 -25.892 22.373 -0.0014
H 1.640 -19.406 24.968 -0.0003
H 4.080 -22.877 24.509 0.0002
H -1.403 -20.863 14.248 0.0003
H 2.407 -25.347 16.015 0.0003
H 0.496 -17.849 21.065 -0.0003
H -1.041 -17.901 21.843 0.0005
H -0.626 -19.170 20.661 0.0024
H 6.067 -24.020 19.633 0.0007
H 5.846 -21.091 16.865 -0.0002
H 0.989 -24.287 15.977 -0.0014
H 4.169 -20.594 17.327 0.0000
H 1.175 -21.029 25.671 0.0013
H 6.759 -24.842 21.009 0.0000
H -0.091 -20.011 25.117 0.0000
H 0.261 -26.278 21.466 0.0005
H 2.083 -26.630 18.006 0.0005
H -1.338 -20.105 18.466 -0.0019
H -1.085 -25.322 22.074 0.0004
H -2.453 -22.371 14.332 0.0007
H -1.951 -18.797 17.382 0.0040
H 2.049 -28.109 18.849 0.0002
H -0.822 -22.334 13.547 0.0010
H -0.528 -26.767 22.938 0.0001
H 5.416 -23.694 21.279 0.0002
H -3.105 -19.905 17.950 0.0076
H 1.574 -25.065 14.473 0.0000
H 4.101 -23.661 22.972 0.0010
H 4.952 -21.930 18.179 0.0004
H 1.235 -26.832 19.607 -0.0002
H 3.329 -22.141 23.051 0.0005
```



This record from OMol25 describes a 3-piece molecular cluster, C15H30N7O5 overall at a distorted geometry. The level of theory is ωB97M-V with the def2-TZVPD basis set.

Output
E_LUMO (hartree): -0.1043
ΔE to the lowest compared entry with this formula, charge and spin (kcal/mol): 233.98
Kohn-Sham gap (eV): 9.11
Total energy (a.u.): -1348.537468
Largest force on an atom (eV/A): 5.01
Multiplicity: 1
E_HOMO (eV): -11.946
Total charge: +1

```
57
Properties=species:S:1:pos:R:3:lowdin_charge:R:1
O 1.154 1.661 -4.172 0.0439
O -1.672 3.944 2.800 0.0215
O -3.411 5.234 2.795 0.0969
O 2.633 3.069 -3.447 0.0684
O 3.087 -0.469 1.519 -0.0889
N 0.560 -2.061 2.177 0.1818
N -1.413 1.956 -1.028 0.1444
N -0.638 -0.218 1.502 0.0395
N 0.617 -5.384 -0.879 0.1232
N -2.464 4.704 2.258 -0.4369
N -2.157 -0.972 -1.552 -0.1282
N 2.295 1.994 -3.904 -0.4555
C 1.324 0.132 3.241 -0.0410
C -2.486 -1.308 -0.149 -0.1791
C 3.365 0.992 -4.157 0.0470
C -2.239 4.998 0.817 0.0498
C -1.259 -1.321 0.817 -0.0406
C -3.427 -1.229 -2.330 -0.1029
C 2.696 0.499 2.507 -0.2174
C -0.623 -3.959 0.796 -0.0433
C 0.592 -4.293 -0.200 -0.3647
C 1.830 -3.332 -0.391 -0.0537
C -0.456 -2.469 1.247 -0.1353
C -0.587 1.636 -0.102 -0.3449
C -1.082 1.203 1.349 -0.0279
C 0.378 -0.688 2.278 -0.1726
C 0.963 1.643 -0.476 -0.0147
H 0.772 1.066 3.544 0.1229
H 4.321 1.423 -3.873 0.0981
H 2.486 -3.659 -1.249 0.0931
H -1.422 -1.579 -1.923 0.1000
H 1.492 -0.529 4.138 0.1306
H -2.932 -2.349 -0.143 0.1208
H 1.568 0.947 0.176 0.0464
H -2.290 4.054 0.276 0.0694
H 3.142 0.114 -3.554 0.0959
H 2.492 -3.341 0.532 0.0733
H -3.012 5.681 0.475 0.1006
H -3.421 -2.306 -2.670 0.0911
H 3.489 0.549 3.304 0.1320
H 1.037 1.224 -1.528 0.0715
H -0.863 2.172 -1.870 0.0652
H -0.228 -5.942 -0.689 0.0624
H -1.551 -3.985 0.147 0.1175
H -3.209 -0.526 0.240 0.1335
H 1.520 -2.263 -0.591 0.0738
H 2.553 1.506 2.027 0.1213
H 3.047 -1.340 1.954 0.0746
H 1.399 2.678 -0.509 0.0968
H 3.348 0.756 -5.219 0.1052
H -2.198 1.307 1.343 0.1380
H -4.268 -1.122 -1.589 0.0814
H -1.254 5.452 0.725 0.1051
H -3.580 -0.493 -3.160 0.0882
H -0.688 -4.679 1.654 0.1308
H 1.239 -2.666 2.641 0.1799
H -0.569 1.888 2.073 0.1121
```



This record from OMol25 describes a 2-piece molecular cluster, C15H31B3FNO6 overall at a distorted geometry. The level of theory is ωB97M-V with the def2-TZVPD basis set.

Output
E_LUMO (hartree): 0.0136
ΔE to the lowest compared entry with this formula, charge and spin (kcal/mol): 0.00
Kohn-Sham gap (eV): 9.98
Total energy (a.u.): -1271.064837
Largest force on an atom (eV/A): 2.40
Multiplicity: 1
SMILES: CCCCCB1OB(CCOC(=O)CC)OB([C@@H](C)F)O1.CN(C)C=O
E_HOMO (eV): -9.605
Total charge: 0

```
57
Properties=species:S:1:pos:R:3:lowdin_charge:R:1
F 1.016 -3.382 1.275 -0.0303
O 0.557 0.645 -1.513 0.2910
O 0.934 0.284 0.805 0.3162
O 0.272 -1.529 -0.634 0.3221
O -3.357 -4.383 -0.617 0.1122
O -2.118 -2.728 -1.501 0.0053
O 4.168 -0.628 2.688 0.0199
N 5.662 -0.011 1.100 -0.1948
C -2.241 3.072 -1.038 -0.2094
C -3.524 -2.249 0.455 -0.1340
C -1.504 2.471 0.158 -0.1786
C -3.679 2.553 -1.135 -0.2651
C 5.389 1.400 1.317 -0.0339
C -2.460 -1.575 -2.259 -0.1749
C -1.227 -0.770 -2.656 -0.0015
C 0.050 2.595 0.035 -0.0411
C 1.474 -2.082 1.567 -0.2392
C 6.635 -0.402 0.099 -0.0570
C -3.042 -3.196 -0.610 -0.4428
C -2.389 -1.772 1.377 -0.0479
C -4.273 2.695 -2.527 -0.1110
C 1.087 -1.773 2.997 -0.0254
C 4.994 -0.911 1.841 -0.3524
B 0.574 1.148 -0.214 -0.5427
B -0.107 -0.582 -1.561 -0.4985
B 0.862 -1.068 0.521 -0.4942
H -1.867 -0.910 0.970 0.0625
H 4.336 1.612 1.132 0.0886
H 0.499 3.052 0.910 0.1061
H 5.612 1.672 2.349 0.0941
H 1.474 -2.576 3.621 0.0895
H 6.331 -0.043 -0.886 0.0893
H 2.554 -2.099 1.467 0.1197
H -2.966 -1.922 -3.160 0.1320
H -3.984 -1.361 0.028 0.0991
H -4.311 3.099 -0.438 0.1094
H 0.279 3.175 -0.855 0.1071
H -1.805 2.962 1.077 0.1186
H -2.276 4.147 -0.872 0.1188
H -5.313 2.380 -2.545 0.0686
H -4.291 -2.728 1.049 0.1171
H -0.771 -1.155 -3.567 0.1226
H 5.263 -1.955 1.603 0.1382
H -3.161 -0.921 -1.748 0.1056
H -3.688 1.513 -0.807 0.0877
H -1.570 0.235 -2.903 0.1076
H 6.715 -1.486 0.066 0.0828
H -2.835 -1.435 2.309 0.0847
H -1.690 -2.571 1.597 0.0870
H -4.239 3.738 -2.830 0.0739
H -3.746 2.090 -3.261 0.0642
H 0.008 -1.769 3.117 0.0709
H 1.534 -0.848 3.336 0.0812
H 6.003 1.994 0.645 0.0860
H -1.774 1.415 0.244 0.0934
H 7.614 0.015 0.340 0.0893
H -1.693 2.859 -1.952 0.1122
```



This record from OMol25 describes C15H31BF4P2Pt as an isolated structure at a distorted geometry. The level of theory is ωB97M-V with the def2-TZVPD basis set.

Output
E_LUMO (alpha / beta) (hartree): -0.0124 / -0.0683
ΔE to the lowest compared entry with this formula, charge and spin (kcal/mol): 0.00
Kohn-Sham gap (alpha / beta) (eV): 5.40 / 6.75
Total energy (a.u.): -1816.404256
Largest force on an atom (eV/A): 3.65
Multiplicity: 3
E_HOMO (alpha / beta) (eV): -5.736 / -8.607
Total charge: 0

```
54
Properties=species:S:1:pos:R:3:mulliken_spin:R:1
Pt 2.933 3.512 -2.637 0.8612
P 3.061 1.459 -3.175 0.1986
P 0.735 0.191 -5.385 -0.0080
F -0.924 -1.104 0.047 0.0001
F -0.985 0.576 1.642 0.0004
F 0.856 -0.830 1.556 0.0000
F 0.512 0.729 -0.085 0.0101
C -0.613 -2.107 -3.132 0.0024
C 0.317 0.381 -3.665 0.0228
C -1.026 0.334 -2.901 0.0092
C 1.845 -2.451 -2.951 0.0091
C 2.052 3.318 -0.840 0.3624
C 3.385 1.045 -4.985 0.0390
C -1.657 -1.069 -2.797 -0.0021
C 2.516 -1.080 -2.634 -0.0153
C 1.185 -1.449 -6.093 0.0033
C 1.582 0.074 -2.764 0.0597
C 0.461 -2.410 -2.363 0.0008
C 4.820 1.212 -2.653 -0.0059
C 3.499 4.239 -4.388 0.4830
C 2.149 1.218 -5.909 -0.0056
C -0.854 0.653 -6.113 0.0013
B -0.154 -0.183 0.806 -0.0085
H 1.293 0.388 -1.753 0.0166
H -0.825 0.491 -7.197 -0.0004
H 2.364 2.457 -0.249 0.0089
H -2.497 -1.108 -3.512 0.0000
H 5.433 1.857 -3.291 -0.0075
H 5.260 0.214 -2.673 0.0028
H 3.663 5.234 -3.887 -0.0460
H 4.329 3.558 -4.622 0.0158
H 3.472 -1.081 -3.210 0.0030
H 0.361 1.519 -3.773 -0.0121
H 2.441 0.936 -6.929 -0.0057
H -1.682 0.057 -5.696 0.0006
H -1.751 1.049 -3.325 0.0000
H -0.773 0.703 -1.903 -0.0005
H 1.827 -2.535 -4.058 0.0015
H 0.437 -2.693 -1.318 0.0015
H 0.697 -2.321 -5.639 0.0010
H -2.018 -1.133 -1.762 -0.0006
H 1.901 2.273 -6.036 -0.0095
H 0.755 -1.416 -7.108 0.0004
H 2.627 4.232 -5.064 -0.0092
H -1.035 1.703 -5.829 -0.0008
H 4.851 1.636 -1.647 -0.0116
H 2.543 -3.176 -2.487 -0.0014
H 2.871 -1.069 -1.586 -0.0011
H 1.024 3.155 -1.168 -0.0233
H 4.206 1.737 -5.248 0.0037
H 2.188 4.284 -0.372 0.0575
H -0.740 -2.532 -4.126 0.0004
H 3.751 0.002 -5.086 -0.0004
H 2.247 -1.713 -6.221 -0.0017
```